(i)
This record from OMol25 describes a structure of composition C5H13N3O. The level of theory is wB97M-V/def2-TZVPD.

Properties
**Lowest unoccupied orbital energy (alpha / beta)**: -0.0352 / -0.0073 hartree
**Kohn-Sham gap (alpha / beta)**: 0.275 / 0.296 hartree
**HOMO (alpha / beta)**: -0.310 / -0.303 Eh

The geometry in ORCA input format:
```
! RIJCOSX wB97M-V def2-TZVPD def2/J DEFGRID3
* xyz 0 1
C -0.58083 -1.55820 0.49585
C 0.42995 -2.23239 1.39724
N -1.37071 -0.16650 -1.51846
N -0.57222 -0.50353 -2.34939
H -0.48569 0.14004 -3.15787
H -0.74067 -2.17824 -0.38184
H -1.53221 -1.37923 0.99318
H 0.05017 -3.21998 1.68922
H 0.61674 -1.66822 2.31155
H 1.38467 -2.38997 0.88736
C -0.66056 2.26873 -0.98046
C 1.46210 0.37774 0.10597
C -0.00497 0.36386 0.46780
O -0.16741 0.64039 1.82571
N -0.92378 1.01095 -0.33594
H -0.65154 1.47556 1.90093
H -0.53573 3.03287 -0.20557
H -1.51225 2.56365 -1.59793
H 0.24541 2.24742 -1.60841
H 1.84475 1.40415 0.08336
H 1.64743 -0.07593 -0.86942
H 2.05736 -0.15316 0.84709
*
```

List of natural (NBO) charges in e, atom by atom: -0.36, -0.65, 0.12, -0.40, 0.35, 0.20, 0.20, 0.21, 0.22, 0.20, -0.44, -0.69, 0.45, -0.73, -0.42, 0.48, 0.21, 0.21, 0.17, 0.21, 0.22, 0.23

***

(ii)
This record from OMol25 describes a cluster of 2 separate species, C5H13N3O in total. The level of theory is wB97M-V/def2-TZVPD.

Properties
**Lowest unoccupied orbital energy (alpha / beta)**: 0.0298 / 0.0299 hartree
**Kohn-Sham gap (alpha / beta)**: 0.291 / 0.291 hartree
**HOMO (alpha / beta)**: -0.261 / -0.261 Eh
**SMILES string**: C=C(C)N(C)N.NC=O

The geometry in ORCA input format:
```
! RIJCOSX wB97M-V def2-TZVPD def2/J DEFGRID3
* xyz 0 1
C -0.79934 -1.77593 0.41706
C 0.52408 -0.58973 -1.85715
N -1.06568 -0.46174 -0.00766
C -0.11225 0.26777 -0.78960
N -1.71746 0.35009 0.95775
C -0.29932 1.60680 -1.02454
H -1.98193 1.20359 0.44634
H -2.54394 -0.15831 1.26651
H 0.48194 -1.70956 0.75455
H -0.73730 -2.45617 -0.42615
H -1.50743 -2.11803 1.16820
H 1.13520 0.03354 -2.50470
H 1.16192 -1.35166 -1.40831
H -0.22803 -1.08737 -2.46734
H -0.58660 2.31916 -0.26747
H 0.16018 2.04614 -1.89414
N 1.07424 1.09427 1.76606
C 1.66425 0.24019 0.87598
O 1.68971 -1.01003 1.09403
H 0.16261 0.79417 2.11466
H 1.05776 2.06588 1.50019
H 2.46740 0.69693 0.28572
*
```

List of natural (NBO) charges in e, atom by atom: -0.51, -0.66, -0.26, 0.18, -0.68, -0.60, 0.37, 0.37, 0.30, 0.20, 0.20, 0.22, 0.23, 0.23, 0.18, 0.21, -0.80, 0.52, -0.64, 0.41, 0.38, 0.15

***

Most stable structure - (ii); separation to the second - 275.6 kJ/mol.

***

(i)
This record from OMol25 describes a structure of composition C5H13N3O. The level of theory is wB97M-V/def2-TZVPD.

Properties
**Lowest unoccupied orbital energy (alpha / beta)**: 0.0161 / 0.0160 hartree
**Kohn-Sham gap (alpha / beta)**: 0.307 / 0.307 hartree
**HOMO (alpha / beta)**: -0.291 / -0.291 Eh

The geometry in ORCA input format:
```
! RIJCOSX wB97M-V def2-TZVPD def2/J DEFGRID3
* xyz 0 1
C 1.11354 0.01673 -0.35401
C -1.50202 0.77233 1.06069
C -1.57406 -1.22000 -0.34410
C 1.51746 1.19641 0.49657
C 1.54713 -1.32572 0.19012
N -0.91676 0.01625 -0.01477
N 1.06680 0.26106 -1.65835
N -0.94256 0.96417 -1.57195
O -0.99752 2.11041 -1.38395
H 0.92836 -0.58868 -2.20388
H -1.09681 0.46450 2.03098
H -2.59298 0.66449 1.09255
H -1.27050 1.83269 0.91828
H -2.64179 -1.06343 -0.54768
H -1.12195 -1.64295 -1.24252
H -1.47622 -1.95550 0.46285
H 1.05976 2.11331 0.12765
H 2.60066 1.31566 0.41010
H 1.27550 1.04846 1.54921
H 2.63853 -1.37526 0.17698
H 1.16689 -2.14624 -0.41657
H 1.21856 -1.45869 1.22182
*
```

List of natural (NBO) charges in e, atom by atom: 0.45, -0.45, -0.43, -0.68, -0.68, -0.40, -0.76, 0.36, -0.27, 0.33, 0.20, 0.18, 0.22, 0.18, 0.21, 0.20, 0.23, 0.24, 0.21, 0.24, 0.22, 0.21

***

(ii)
This record from OMol25 describes the molecule C5H13N3O. The level of theory is wB97M-V/def2-TZVPD.

Properties
**Lowest unoccupied orbital energy**: 0.0306 hartree
**Kohn-Sham gap**: 0.318 hartree
**HOMO**: -0.288 Eh
**SMILES string**: CN/C(C)=C(\O)N(C)N

The geometry in ORCA input format:
```
! RIJCOSX wB97M-V def2-TZVPD def2/J DEFGRID3
* xyz 0 1
C -2.54168 -0.98594 0.67921
C 1.52569 0.40920 -2.38996
C 1.71082 -0.56229 0.74866
N -1.21492 -0.52968 1.05858
N 1.16848 1.15382 -1.19038
C -0.63871 0.37831 0.13898
C 0.69477 0.27036 0.04674
N -1.20921 -0.09392 2.41527
O -1.33366 1.08706 -0.76207
H -0.49460 1.49068 -1.39287
H 1.95896 1.71538 -0.88697
H -0.25881 -0.14861 2.76497
H -1.51361 0.87973 2.48062
H -2.49261 -1.39934 -0.32568
H -3.28508 -0.18162 0.68915
H -2.84391 -1.75593 1.38580
H 1.95211 -0.58998 -2.23833
H 0.63710 0.24365 -3.00297
H 2.24660 0.96964 -2.98743
H 2.39755 -1.01983 0.03470
H 2.30775 0.03859 1.43926
H 1.22700 -1.36930 1.29473
*
```

List of natural (NBO) charges in e, atom by atom: -0.41, -0.41, -0.66, -0.32, -0.68, 0.44, 0.01, -0.65, -0.72, 0.52, 0.37, 0.35, 0.33, 0.20, 0.18, 0.21, 0.18, 0.19, 0.20, 0.21, 0.21, 0.24

***

(iii)
This record from OMol25 describes a cluster of 2 separate species, C5H13N3O in total. The level of theory is wB97M-V/def2-TZVPD.

Properties
**Lowest unoccupied orbital energy**: 0.0009 hartree
**Kohn-Sham gap**: 0.337 hartree
**HOMO**: -0.337 Eh
**SMILES string**: CC(=O)[C@H](C)N.[H]/N=C\N

The geometry in ORCA input format:
```
! RIJCOSX wB97M-V def2-TZVPD def2/J DEFGRID3
* xyz 0 1
C 1.07136 0.88460 -0.45484
C -0.47026 1.61067 1.50014
C 1.08484 0.06822 -1.74418
C -0.35250 0.95413 0.13807
N 2.08918 0.37618 0.45309
O -1.33384 1.04233 -0.66563
H 1.33470 1.92435 -0.69611
H 2.17624 0.94020 1.28896
H 1.88292 -0.58043 0.72671
H -1.51512 1.65664 1.79874
H -0.07398 2.62572 1.44869
H 0.08888 1.05494 2.25521
H 0.84165 -0.97342 -1.52457
H 0.35185 0.45485 -2.44858
H 2.07702 0.10132 -2.18974
N -2.07345 -1.36651 -0.44342
C -1.13738 -1.66385 0.44030
N -0.42145 -2.62584 0.81605
H -2.34977 -2.07762 -1.10412
H -1.90721 -0.26002 -0.82059
H -0.79958 -3.54540 0.59126
H -0.56410 -0.60106 0.63456
*
```

List of natural (NBO) charges in e, atom by atom: -0.15, -0.71, -0.62, 0.57, -0.83, -0.65, 0.22, 0.36, 0.37, 0.24, 0.24, 0.23, 0.21, 0.23, 0.23, -0.85, 0.38, -0.74, 0.39, 0.45, 0.34, 0.09

***

(iv)
This record from OMol25 describes a structure of composition C5H13N3O. The level of theory is wB97M-V/def2-TZVPD.

Properties
**Lowest unoccupied orbital energy**: 0.0263 hartree
**Kohn-Sham gap**: 0.336 hartree
**HOMO**: -0.310 Eh

The geometry in ORCA input format:
```
! RIJCOSX wB97M-V def2-TZVPD def2/J DEFGRID3
* xyz 0 1
C 1.76583 -1.68026 -0.00188
C -0.34816 -1.61108 1.27469
C -0.86771 -0.45449 -1.50661
C -0.12418 1.28545 0.02250
C -0.69584 2.30739 -0.87136
H 1.64394 -2.41271 -1.00735
H 1.78617 -2.31233 1.12164
H 2.79743 -1.07378 -0.32234
H -1.25457 -1.93558 0.70932
H 0.44640 -2.65689 1.57267
H -0.79707 -1.06922 2.41643
H -1.88670 -0.78471 -1.27437
H -0.75643 0.37300 -2.33065
H -0.44495 -1.53097 -1.73606
H 0.11458 2.34734 -1.81027
H -0.83717 3.31734 -0.35553
H -1.80882 1.95294 -1.46456
H 0.05059 2.58320 2.70635
N 0.61494 -0.90395 0.39314
N 0.06982 0.05929 -0.46380
N 0.22325 1.35535 1.20865
O 0.30867 2.84467 1.71938
*
```

List of natural (NBO) charges in e, atom by atom: -0.39, -0.40, -0.46, 0.34, -0.68, 0.16, 0.21, 0.22, 0.18, 0.19, 0.21, 0.20, 0.23, 0.22, 0.24, 0.28, 0.24, 0.47, -0.34, -0.26, -0.19, -0.64

***

Most stable structure - (iii); separation to the second - 66.2 kJ/mol.

***

(i)
This record from OMol25 describes the molecule C5H13N3O. The level of theory is wB97M-V/def2-TZVPD.

Properties
**Lowest unoccupied orbital energy (alpha / beta)**: -0.0169 / -0.0167 hartree
**Kohn-Sham gap (alpha / beta)**: 0.268 / 0.268 hartree
**HOMO (alpha / beta)**: -0.285 / -0.285 Eh

The geometry in ORCA input format:
```
! RIJCOSX wB97M-V def2-TZVPD def2/J DEFGRID3
* xyz 0 1
C -1.66996 0.67589 -0.64640
C -2.51054 -0.07811 0.35440
C -0.28813 -0.33687 -1.20322
O -0.57993 -1.53731 -1.27122
H 0.00120 0.23912 -2.09867
H -1.44472 1.70038 -0.35472
H -2.15867 0.71466 -1.62012
H -2.01669 -0.15678 1.32679
H -2.69903 -1.09043 -0.00491
H -3.47066 0.41674 0.51862
C 2.45215 0.19273 -0.80160
C 1.16679 -0.11206 -0.05707
N 0.18846 0.85754 1.78948
N 1.24053 -1.28033 0.75906
N 0.67041 1.04088 0.58355
H 0.39852 -0.04725 2.23041
H -0.10521 1.70074 2.26333
H 2.08392 -1.81716 0.61626
H 0.42616 -1.86918 0.59476
H 3.31175 0.20284 -0.12757
H 2.61992 -0.57655 -1.55686
H 2.38373 1.16051 -1.29429
*
```

List of natural (NBO) charges in e, atom by atom: -0.48, -0.63, 0.29, -0.70, 0.14, 0.19, 0.20, 0.18, 0.23, 0.20, -0.63, 0.17, -0.52, -0.89, -0.03, 0.41, 0.40, 0.38, 0.41, 0.21, 0.22, 0.23

***

(ii)
This record from OMol25 describes a structure of composition C5H13N3O. The level of theory is wB97M-V/def2-TZVPD.

Properties
**Lowest unoccupied orbital energy**: 0.0139 hartree
**Kohn-Sham gap**: 0.302 hartree
**HOMO**: -0.288 Eh

The geometry in ORCA input format:
```
! RIJCOSX wB97M-V def2-TZVPD def2/J DEFGRID3
* xyz 0 1
C -0.39915 -1.12845 0.13507
C -1.88387 -0.97901 -0.09570
C 0.00057 -1.98786 1.30962
C 1.91909 0.21775 -1.50130
N 0.73656 0.41071 -1.11967
H 0.01882 -1.60191 -0.75301
H -2.07669 -0.28675 -0.91432
H -2.29682 -1.95100 -0.38710
H -2.39289 -0.62948 0.79987
H -0.22909 -3.03389 1.07734
H -0.51018 -1.67352 2.21554
H 1.07816 -1.91832 1.45490
H 2.55166 -0.65747 -1.35692
H 2.55701 0.94777 -1.99181
C 0.42137 1.40874 -0.04145
N -0.58016 2.33487 -0.52937
O 1.57578 2.16474 0.27768
N 0.01262 0.58696 1.02286
H 1.77191 1.93388 1.19325
H -0.14377 3.04283 -1.10916
H -1.27307 1.84201 -1.08083
H -0.85786 0.95741 1.39452
*
```

List of natural (NBO) charges in e, atom by atom: 0.13, -0.66, -0.65, 0.07, -0.51, 0.20, 0.21, 0.22, 0.20, 0.20, 0.21, 0.22, 0.15, 0.13, 0.63, -0.86, -0.73, -0.74, 0.49, 0.37, 0.36, 0.36

***

Most stable structure - (i); separation to the second - 102.8 kJ/mol.